The following is a quantum chemistry calculation of a cluster of 6 separate species, C20H39F4NO16P in total, from OMol25.

ORCA input file:
```
! wB97M-V def2-TZVPD RIJCOSX def2/J DEFGRID3
* xyz 1 1
P 1.6397 -2.0343 -1.7005
F -0.0644 -3.0318 -3.3985
F 1.7029 -2.0904 -4.2911
F 0.8454 0.3365 -3.6072
F -0.8543 -0.5049 -2.5217
O -7.9567 -1.2630 0.8660
O 4.7038 -2.3416 0.4688
O -1.9029 3.7713 -2.1084
O -2.1544 -1.3301 -0.0170
O 4.5080 3.3360 -5.2493
O 5.9243 1.6067 -4.9113
O 4.6910 -0.2779 1.1104
O 6.5355 -1.5278 1.5120
O -2.9365 -1.6408 4.4799
O -6.3542 -2.3489 -0.1259
O 0.1111 3.8847 -1.0943
O -5.8668 -1.2065 1.7370
O 4.1685 1.7705 -3.6583
O -1.5732 -0.8622 5.9693
O -1.4193 5.5425 -0.9682
O -3.6199 -1.5543 6.6303
N -1.5788 -0.5168 2.1055
C -8.4124 -0.4134 1.9298
C -1.5021 2.4934 -2.5973
C -2.7905 -1.3690 5.7827
C -5.0135 -2.8495 -0.0076
C 4.8425 2.3384 -4.6692
C 6.7512 2.1085 -5.9745
C -0.9657 4.3643 -1.3599
C -6.6719 -1.5694 0.9118
C -0.5097 6.3020 -0.1570
C -4.2145 -2.1977 4.1235
C -1.2825 -0.5212 7.3336
C 5.3787 -3.6078 0.3639
C 5.3420 0.8437 1.7400
C 0.5966 -2.2112 -0.2549
C 5.4277 -1.3871 1.0809
C -1.3342 -0.9482 0.7750
C 0.1379 -0.8724 0.3603
C 0.7515 -1.9650 -3.3531
C 2.9767 2.4704 -3.2889
C -0.0445 -0.6780 -3.5889
H -7.8828 0.5367 1.9098
H 2.5037 -0.9448 -1.5770
H -0.6112 2.5869 -3.2178
H 7.1109 3.1066 -5.7347
H -1.0318 7.2247 0.0716
H 2.2793 2.5171 -4.1234
H -4.1695 -2.3367 3.0478
H 0.7543 -0.6203 1.2201
H 5.6079 -3.9999 1.3519
H -4.3089 -2.0327 0.1131
H 2.4464 -3.1619 -1.8413
H 1.2239 -2.7627 0.4513
H 5.5785 0.6077 2.7747
H -9.4702 -0.2626 1.7436
H 6.2532 1.0980 1.2040
H 0.2265 -0.0477 -0.3529
H -2.4215 0.0596 2.0962
H -0.6195 -0.7297 -4.5155
H 7.5805 1.4130 -6.0474
H 2.5490 1.8989 -2.4691
H -1.3019 1.8191 -1.7661
H -1.9807 0.2311 7.6942
H -2.3375 2.1223 -3.1846
H 3.1972 3.4789 -2.9462
H -8.2616 -0.8976 2.8923
H 6.2974 -3.5037 -0.2087
H -1.8425 -1.3072 2.6988
H -4.9463 -3.5124 0.8558
H -0.2715 -0.1272 7.3241
H 4.6282 1.6589 1.6880
H -0.2747 5.7604 0.7568
H -0.2578 -2.8231 -0.5629
H -4.3725 -3.1483 4.6288
H -5.0220 -1.5105 4.3601
H -4.8088 -3.4093 -0.9156
H 0.4055 6.5087 -0.7075
H 6.1929 2.1369 -6.9076
H 4.6878 -4.2714 -0.1495
H -1.3417 -1.4037 7.9669
*
```

Values from the calculation:
HOMO-LUMO gap	9.716	eV
calculated total energy	-75774.1957	eV
HOMO energy	-12.75	eV


The following is a quantum chemistry calculation of a cluster of 3 separate species, C4H14N2O2 in total at a distorted geometry, from OMol25.

ORCA input file:
```
! wB97M-V def2-TZVPD RIJCOSX def2/J DEFGRID3
* xyz 0 1
O -3.0882 -0.9365 -1.8323
O 1.5973 -2.8837 2.0129
N 2.3310 0.7638 -0.7001
N -2.1247 0.8817 0.4828
C 2.6586 1.3055 0.3767
C -0.6442 1.1464 0.4955
C 1.2046 -0.1547 -0.7920
C -0.0948 0.6116 -0.8521
H -0.5591 2.2295 0.5618
H 2.2847 -3.1195 1.3736
H 2.2782 1.1478 1.3984
H -2.1436 -0.1334 0.5915
H -0.8345 0.0285 -1.4002
H -3.3625 -0.5303 -0.9772
H -2.6384 1.3737 1.1924
H -3.6909 -1.6205 -2.0824
H -0.0365 1.4951 -1.5030
H 1.4916 -0.8242 -1.6045
H -0.1014 0.6403 1.2902
H 3.4834 2.0237 0.3773
H 0.8543 -2.6669 1.4692
H 1.1351 -0.7779 0.1216
*
```

Values from the calculation:
HOMO-LUMO gap	10.019	eV
SMILES	C=NCCCN.O.O
calculated total energy	-11448.7589	eV
energy relative to the best compared isomer or geometry (same formula, charge and spin)	44.5	kcal per mole
HOMO energy	-9.41	eV


The following is a quantum chemistry calculation of an isolated molecule of C12H13ClN2O5 at a distorted geometry, from OMol25.

ORCA input file:
```
! wB97M-V def2-TZVPD RIJCOSX def2/J DEFGRID3
* xyz 0 1
Cl -0.6819 2.8161 1.2845
O -0.5290 3.0337 -4.8858
O 0.2779 0.5028 3.0131
O -1.9444 -0.0168 0.3100
O 2.1085 -3.2652 1.0818
O 0.1689 4.4922 -3.4701
N 0.6634 -0.8447 1.2518
N -0.3385 3.4289 -3.7549
C -0.5531 2.9794 -1.3653
C -1.5049 0.9134 -0.5605
C -0.9345 2.1715 -0.3064
C -1.6299 -0.0372 1.6908
C -1.6933 0.5320 -1.9006
C 2.0896 -0.8839 1.5316
C -0.7426 2.5690 -2.6760
C -0.1377 -0.1085 2.0491
C -1.3272 1.3362 -2.9503
C 0.2672 -1.8711 0.3111
C 0.7237 -3.2385 0.8450
C 2.4807 -2.2799 2.0205
H 0.5221 -4.0190 0.1098
H 2.6280 -0.6526 0.6068
H -2.0503 0.8231 2.2187
H -2.1246 -0.9404 2.0655
H -0.1122 3.9461 -1.1744
H 0.1781 -3.4639 1.7753
H -1.4767 1.0322 -3.9743
H 2.3104 -0.1339 2.2911
H 3.5620 -2.3593 2.1361
H -0.8090 -1.8799 0.1608
H 0.7631 -1.6741 -0.6466
H 1.9942 -2.4773 2.9876
H -2.1481 -0.4300 -2.0754
*
```

Values from the calculation:
HOMO-LUMO gap	8.748	eV
SMILES	O=C(COc1ccc([N+](=O)[O-])cc1Cl)N1CCOCC1
calculated total energy	-38391.7686	eV
energy relative to the best compared isomer or geometry (same formula, charge and spin)	0.0	kcal per mole
HOMO energy	-9.33	eV


The following is a quantum chemistry calculation of an isolated molecule of C2H7N5 at a distorted geometry, from OMol25.

ORCA input file:
```
! wB97M-V def2-TZVPD RIJCOSX def2/J DEFGRID3
* xyz 0 1
N 3.5248 -0.1551 -0.2147
N 1.0547 -0.4361 0.4471
N 0.1387 0.3564 0.1968
N 1.2305 -1.6254 0.8132
N 2.5062 0.4031 -0.1210
C -1.2223 0.0260 0.5697
C -2.0069 0.4817 -0.7379
H -2.2896 -0.3462 -1.3918
H 1.8675 1.2174 -0.3767
H -1.5061 0.6531 1.4499
H -1.3040 1.2041 -1.2702
H -1.2786 -1.0220 0.7280
H -2.9621 1.0943 -0.5109
H 2.2471 -1.8513 0.4187
*
```

Values from the calculation:
HOMO-LUMO gap	9.117	eV
calculated total energy	-9632.5560	eV
energy relative to the best compared isomer or geometry (same formula, charge and spin)	126.4	kcal per mole
HOMO energy	-8.89	eV


What did the second record say?
The following is a quantum chemistry calculation of a cluster of 3 separate species, C4H14N2O2 in total at a distorted geometry, from OMol25.

ORCA input file:
```
! wB97M-V def2-TZVPD RIJCOSX def2/J DEFGRID3
* xyz 0 1
O -3.0882 -0.9365 -1.8323
O 1.5973 -2.8837 2.0129
N 2.3310 0.7638 -0.7001
N -2.1247 0.8817 0.4828
C 2.6586 1.3055 0.3767
C -0.6442 1.1464 0.4955
C 1.2046 -0.1547 -0.7920
C -0.0948 0.6116 -0.8521
H -0.5591 2.2295 0.5618
H 2.2847 -3.1195 1.3736
H 2.2782 1.1478 1.3984
H -2.1436 -0.1334 0.5915
H -0.8345 0.0285 -1.4002
H -3.3625 -0.5303 -0.9772
H -2.6384 1.3737 1.1924
H -3.6909 -1.6205 -2.0824
H -0.0365 1.4951 -1.5030
H 1.4916 -0.8242 -1.6045
H -0.1014 0.6403 1.2902
H 3.4834 2.0237 0.3773
H 0.8543 -2.6669 1.4692
H 1.1351 -0.7779 0.1216
*
```

Values from the calculation:
HOMO-LUMO gap	10.019	eV
SMILES	C=NCCCN.O.O
calculated total energy	-11448.7589	eV
energy relative to the best compared isomer or geometry (same formula, charge and spin)	44.5	kcal per mole
HOMO energy	-9.41	eV


Question: The highest HOMO-LUMO gap belongs to which entry?
Answer: C4H14N2O2